[1]
Entry from the Open Molecules 2025 dataset: a cluster of 2 separate species, C4H8O in total (ωB97M-V/def2-TZVPD).

XYZ file:
```
13
Properties=species:S:1:pos:R:3
H -2.15514 1.19633 -0.59667
H -1.70104 -1.16791 -1.19749
H 1.58295 -1.40706 -0.33580
H -1.63531 0.85366 1.14084
H 2.23759 0.99303 -0.12579
C -1.76533 0.48590 0.12661
C 1.49737 0.32864 0.47490
H 1.53096 0.71576 1.49711
O 1.84566 -1.02206 0.51215
C 0.63241 0.96959 -0.46369
C -1.52662 -0.79029 -0.19173
H -1.16953 -1.50703 0.54457
H 0.62605 0.35143 -1.38501
```

Values from the calculation:
net charge	0
HOMO level	-0.3256	hartree

***

[2]
Entry from the Open Molecules 2025 dataset: an isolated molecule of C12H22NO8PS2 (ωB97M-V/def2-TZVPD).

XYZ file:
```
46
Properties=species:S:1:pos:R:3
H 5.39075 -0.85022 -0.88274
C 3.05898 -0.86084 -1.39108
H -2.26840 1.40996 1.57897
O 1.33200 3.77892 1.90752
O -1.25638 -2.48755 -0.95034
S -0.45845 -1.63404 -1.96446
H 0.00817 -1.51026 2.01270
C 0.60694 -0.28847 -1.22746
H 1.89799 -1.41503 2.57026
C 1.08851 -1.99690 1.91420
H -0.80434 1.17106 -3.15730
H -0.41898 0.27953 0.72662
O 1.89781 -3.17239 -0.19972
O -1.65643 -0.88367 -2.97793
H -4.13497 1.14877 1.64039
H 4.29178 0.09791 0.31966
N 1.84405 -0.74904 -0.49835
C -3.08302 0.29433 -0.32432
S -4.48861 -1.73779 2.29979
O 0.30781 -2.61687 -2.91592
H -2.68734 1.04441 -3.20890
C 1.62333 -1.96548 0.36535
C -2.84969 -0.79075 2.09724
C -0.35136 0.74909 -0.34264
H -4.03644 0.84856 -0.78219
O 1.43082 1.15815 2.45540
H -4.07425 -3.07097 2.61246
H 3.20573 2.41567 -0.42208
O 3.13044 -1.49635 -2.56606
C 0.48201 2.18703 -0.29201
C -3.12187 0.65124 1.29489
H -1.99207 2.13702 -1.09773
H 1.05227 -3.09145 2.38817
C -1.78453 0.96100 -1.10928
H -2.13337 -1.51037 1.51219
H 0.49761 1.21940 2.85290
H 4.62489 0.86745 -1.45204
C 4.45467 -0.14071 -0.83820
C -1.72685 0.56080 -2.71996
H -2.46869 -0.58244 3.18886
H 1.14375 2.36291 -1.26871
H -3.24360 -0.84506 -0.55545
O 3.27565 2.49028 0.59399
H -0.24630 3.13224 -0.25550
P 1.64694 2.35823 1.21248
H 0.99301 0.37270 -2.14367
```

Values from the calculation:
net charge	0
structure (SMILES)	CC(=O)N(C(C)=O)[C@@H]1[C@@H](CP(=O)(O)O)[C@H](CCCS)COS1(=O)=O
HOMO level	-0.3439	hartree

***

[3]
Entry from the Open Molecules 2025 dataset: a structure of composition C24H15BCo2F6O8S (ωB97M-V/def2-TZVPD).

XYZ file:
```
57
Properties=species:S:1:pos:R:3
H -3.42465 -2.10185 -1.40819
F 0.73371 6.07144 -0.81036
O 2.20789 -5.80700 -2.13505
C 0.75292 3.66128 0.43183
C 2.44949 1.73037 -0.67565
O -1.13782 -5.63815 1.06901
C -1.71586 -1.07643 -1.99965
O 2.73451 -0.57862 2.86802
O -1.49688 2.83924 2.21473
H -1.46677 0.61223 4.23172
O -0.53462 0.63403 2.40722
F 4.40484 1.19674 -1.91717
H 3.39181 3.33521 -1.61950
C -4.11929 2.23977 -3.41278
H -1.04388 -0.31484 -0.13439
C -0.06574 -5.25826 0.84830
B -0.45147 1.94322 1.82721
O -1.41825 -2.65858 2.86359
O 3.22793 -6.95018 1.47827
H 2.26327 -2.87025 -1.16754
H -2.40733 -0.26206 2.90649
C 1.96045 5.46671 -0.75623
H 1.24360 0.25353 0.43739
C -3.41252 0.97154 -2.93477
Co 1.08285 -2.48296 1.32990
H -1.41711 -2.05027 -2.62483
F 2.61406 -0.02715 -2.20734
C 1.93141 -3.89203 2.35321
C -4.01002 -0.03516 -2.20662
C 2.01210 -1.25013 2.22927
C -2.46935 1.88297 2.83442
O 2.43376 -4.13095 3.40187
C -3.16733 -1.10225 -1.75992
H -2.89552 2.43074 3.70987
C -1.77090 0.60223 3.17186
F 2.69647 6.11345 0.20149
H -4.63157 2.72640 -2.55948
C 1.42481 -2.90789 -0.40665
C 2.60840 3.07612 -0.95837
H -4.72274 2.19225 -4.31252
C 1.93147 -5.39034 -1.09797
C 1.76792 4.02696 -0.43867
F 2.55625 5.63006 -1.96531
Co 1.61113 -4.72306 0.51338
H 0.08660 4.40492 0.87035
H -3.27202 1.70405 2.10926
C -0.71381 -1.19809 -0.74351
C 3.34110 0.66560 -1.26330
C -0.41736 -2.57477 2.27668
H -5.04876 0.14831 -1.79986
S -1.59808 0.51958 -2.94189
C 2.58277 -6.08007 1.08322
F 3.82871 -0.23580 -0.34506
C 0.29336 -2.06637 -0.35343
C 0.56869 2.30132 0.74081
C 1.42023 1.31750 0.17629
H -3.33290 2.96575 -3.62967
```

Values from the calculation:
net charge	0
HOMO level	-0.2513	hartree

***

[4]
Entry from the Open Molecules 2025 dataset: a cluster of 2 separate species, Cl2H2O2P2 in total (ωB97M-V/def2-TZVPD).

XYZ file:
```
8
Properties=species:S:1:pos:R:3
H 1.06916 -1.15772 0.96047
Cl -1.47501 -2.18819 0.46558
O -1.92948 1.38342 -1.36337
Cl -0.87323 1.59816 1.39903
O 0.39385 0.42802 -0.64540
P 1.37509 -0.94293 -0.33276
H 2.57010 0.14925 -0.10387
P -1.13047 0.72998 -0.37967
```

Values from the calculation:
net charge	0
HOMO level	-0.3749	hartree

***

[5]
Entry from the Open Molecules 2025 dataset: an isolated molecule of C23H30N4O2 (ωB97M-V/def2-TZVPD).

XYZ file:
```
59
Properties=species:S:1:pos:R:3
H -3.38969 1.36239 3.40477
C -3.34898 2.64614 1.69167
N 4.67254 -0.83298 0.34474
C -1.03697 -2.69362 0.09332
C -3.52337 -1.16023 -1.09864
C -4.35539 -0.74087 -0.16619
H 1.33343 4.24871 -0.39960
C 5.60238 0.09835 0.40985
H -4.07347 3.33906 2.09585
C -1.61222 -2.77515 -1.31316
H -2.09577 2.41221 -2.18519
H -0.91129 4.34439 -1.30408
C -2.81728 2.86339 0.43336
H -1.36993 -3.75840 -1.72525
C 0.91165 -2.67013 1.51781
O -1.73239 -2.57711 1.08418
O 1.64482 1.39435 -1.55223
C 0.74154 3.32889 -0.40436
H 1.93466 -3.77539 -0.59501
H -0.74564 1.34099 -1.78720
H 0.21752 -2.08753 2.12906
H -0.80019 0.17261 0.23152
C -2.04429 0.64873 1.89997
C 1.27434 -2.94352 -0.86537
H -4.79986 -1.42290 0.53846
H 6.63918 -0.17137 0.43068
H 2.69268 2.81679 1.04060
H -3.52600 -2.92642 -2.27104
H 1.62974 -0.97265 -1.73662
H -1.76271 -0.23605 2.44954
H 1.45555 -0.24880 0.48454
C -1.88841 1.98040 -0.10459
C 2.27484 -0.95451 0.31753
N 2.61162 2.05252 0.38591
H 0.12684 3.49236 -2.45687
C 2.28013 -1.99113 1.44277
H 0.78157 -3.20281 -1.79954
C -3.13246 -2.58903 -1.30663
N 0.31233 -2.78836 0.19863
H 3.07482 -2.70974 1.24234
H 2.50072 -1.50982 2.39635
C 1.68750 2.16289 -0.62058
C -0.34424 3.42689 -1.47461
H 0.27965 3.21900 0.58070
H 5.53057 2.32200 0.48611
C -2.96463 1.53729 2.42745
H -3.56494 -3.20492 -0.51786
H 1.00583 -3.66335 1.97440
N 3.50241 -0.19950 0.33687
H 3.08943 -1.91672 -1.42258
C -1.50800 0.87638 0.64575
H -3.13331 3.72193 -0.14319
C -1.29658 2.22405 -1.46376
C 2.10223 -1.66100 -1.03649
H -4.61183 0.29890 -0.05469
C 3.67285 1.14151 0.38185
H -3.07775 -0.45368 -1.78862
C 5.03341 1.37533 0.43823
H -1.14921 -2.01080 -1.94084
```

Values from the calculation:
net charge	0
structure (SMILES)	C=CCCC(=O)N1CCC(n2nccc2NC(=O)CCCc2ccccc2)CC1
HOMO level	-0.3267	hartree

***

[6]
Entry from the Open Molecules 2025 dataset: a cluster of 5 separate species, C17H50N3O10PS4Si2 in total (ωB97M-V/def2-TZVPD).

XYZ file:
```
87
Properties=species:S:1:pos:R:3
S 2.93665 3.06229 0.07825
H -3.06003 -0.19893 1.95072
H 0.30907 0.86248 5.99262
C -0.60482 -3.13654 -0.47978
C 2.61141 4.45375 1.15777
H 1.98469 -0.07428 1.42575
H -0.72464 0.34883 -5.35572
C 1.33286 -1.28941 4.54320
O 0.56442 -2.32648 -0.26738
P -3.15402 -2.44571 -3.92684
H -0.11474 2.41651 -1.94085
C -0.32345 1.85630 -4.00566
H 0.37489 -0.87938 4.22381
H 5.00120 2.77298 -1.02737
H 0.67180 1.19266 12.59628
C -0.67865 -3.42205 -1.96420
O -3.70235 -1.03102 -4.54857
H 2.26266 -2.54526 -8.16881
H -1.55994 -2.56818 -5.47071
H -0.51490 -4.03838 0.12696
H 3.26631 4.38914 2.02583
C 0.20646 0.32115 12.14154
C -3.86138 -0.22378 1.21045
O -2.31947 -3.11163 -5.18742
H 1.10692 -0.22310 7.18234
H -1.47420 -2.58580 -0.13072
H -3.85430 2.32125 1.81595
H 2.51966 -0.96905 -0.01220
C 1.25301 0.57340 6.45452
H 1.47198 1.50861 -3.13599
H -0.21104 -1.54148 -3.94474
H 4.63679 4.50297 -0.77800
O 0.15865 -2.10449 -6.31688
H -0.72418 0.60621 11.65231
H -4.48999 0.88715 -0.49875
H -2.21902 2.42607 0.00143
H -0.40954 -2.95555 -9.71829
H 0.28138 -3.79330 -2.32317
H -0.64888 -1.19809 9.95742
H -1.46452 -1.94706 -8.69747
H 1.57447 4.37518 1.47597
H 1.70443 1.42443 6.95807
C -2.40914 1.35653 -0.11607
H 1.72513 -4.14236 -8.79203
H -1.42355 -4.20144 -2.13772
H 0.20968 -1.41530 -9.03062
H -3.00444 -0.39249 -4.76994
C 1.69904 -0.41453 0.43222
N 0.85873 1.03604 -3.79224
H 1.37819 0.95702 -4.66325
H 0.65101 3.64748 -4.18550
H 0.03436 -0.44372 12.89850
H 1.50465 0.46165 -0.18556
C -0.91591 2.13359 -2.62883
H 1.84434 -1.72853 3.68890
H -1.65569 1.68586 -5.54752
S 0.08428 -3.14366 -7.39267
C 0.46992 -1.24967 0.52600
H 1.19951 -2.04370 5.31871
C 0.28851 -1.62573 10.31179
S 1.35031 -0.30427 10.90725
H 0.22199 2.98684 -5.62098
Si -2.00762 0.83858 -1.86340
H -1.57319 3.00599 -2.69029
O 2.41315 1.08878 4.13552
H -3.26480 0.76138 -2.63661
C 4.62772 3.51285 -0.32289
H 2.77043 5.37980 0.60595
O 1.40159 0.71604 9.82781
C -3.82765 1.02859 0.35644
O 2.14206 3.27155 -1.16621
H -3.74615 -1.12601 0.61194
O -0.48920 -1.00636 1.22700
Si -1.19439 -1.86629 -2.89399
C -0.44113 -2.27408 -8.86875
S 2.38161 0.02514 5.17703
H -4.81405 -0.27546 1.73557
H 0.81200 -2.11524 9.49311
H 2.26800 -3.97742 -7.10260
H -1.68539 0.83505 0.51952
N -0.08527 3.14072 -4.66500
H 5.22862 3.49350 0.58583
O -1.36489 -0.68768 -1.74109
H 0.11350 -2.34190 11.11426
O -4.41667 2.12922 1.05509
C 1.76046 -3.48155 -7.92694
N -1.23531 1.07278 -4.85939
```

Values from the calculation:
net charge	0
HOMO level	-0.2757	hartree

***

For reference, relative energy (zero: lowest compared OMol25 entry of this formula, charge and spin) by record: 475.05; 1107.78; 0.00; 314.51; 141.17; 0.00 kJ/mol.
For reference, max |F| by record: 0.43; 9.08; 3.83; 4.45; 0.80; 0.71 eV/A.